Here is 11 unconnected molecules or ions with the total composition C54H72B5F20N10O2 in a non-equilibrium geometry from the OMol25 dataset. Energies are from ωB97M-V/def2-TZVPD.

Structure (XYZ):
```
163
Properties=species:S:1:pos:R:3:forces:R:3
F -6.64803 -4.30207 -5.19259 -0.5 -0.5 0.3
F 1.32651 -4.96145 0.56595 0.1 0.3 0.9
F 2.17906 7.52118 -6.33216 0.5 1.4 -0.2
F 7.46200 2.75072 3.05742 -0.8 1.6 1.2
F -5.12049 -4.55182 -6.83741 1.3 -1.6 -0.9
F 0.30348 7.14665 -5.04877 -1.9 1.2 0.6
F -1.88580 6.76011 0.92127 -0.8 0.0 -0.9
F 0.25704 6.22167 1.44255 0.8 0.0 -0.3
F -6.82297 -3.09609 -7.18340 -1.1 -0.4 -0.7
F -1.42101 5.40708 2.66625 -1.0 -2.4 1.1
F 1.46182 -6.72953 -0.84925 1.2 -2.8 0.2
F 2.21342 6.17060 -4.48136 1.2 0.0 1.8
F -5.26727 -2.60003 -5.74645 1.2 0.8 0.9
F -0.10216 -5.30323 -1.15989 -2.5 0.8 -0.5
F 6.33402 1.33600 1.63948 -1.3 -0.2 -0.1
F 8.05138 2.55459 0.85651 0.2 1.1 -1.2
F 1.99166 -4.70719 -1.58866 1.3 1.1 -1.0
F -1.00667 7.51987 2.82350 0.3 2.4 1.6
F 8.41612 0.95266 2.32120 1.7 -2.3 0.5
F 1.24689 5.56350 -6.28071 -1.4 -3.3 -2.5
O -2.31320 0.94014 -1.22416 5.9 3.4 -1.0
O 1.08593 -2.77704 -7.20471 -1.2 -3.5 -0.6
N -4.39002 -8.97272 -0.33162 0.9 -0.4 0.0
N 7.32385 -0.82975 -5.74298 0.8 1.2 1.1
N -2.31480 -14.83844 -3.72215 -1.4 1.1 0.9
N 2.91890 10.36592 9.38297 0.2 -1.9 0.0
N -6.52004 11.56507 5.08449 -1.0 -1.1 -1.4
N -8.09866 5.59771 1.75880 -0.2 0.4 -0.9
N 1.11457 3.70857 7.94141 -1.3 2.3 2.2
N 9.76417 -6.22440 -1.88900 -1.4 3.2 0.9
N 0.09426 -4.90465 -6.68759 2.0 -1.0 -2.8
N -1.28646 2.64397 -2.45748 0.0 -0.4 -0.2
C 2.16137 4.22053 7.29735 -0.2 -1.4 -0.1
C 7.76818 -1.92260 -6.35882 -0.5 -0.8 0.7
C -3.31414 -12.52124 -2.54124 0.2 -1.1 -0.3
C -3.26872 -9.68111 0.01853 -1.6 -0.3 -1.4
C 0.48586 4.43996 8.93709 0.2 0.4 -1.2
C -8.43021 4.28512 1.15386 -0.6 0.4 -0.3
C -5.74546 10.46551 5.18240 0.1 0.0 -0.6
C -3.64683 -14.77773 -3.32873 0.6 1.5 -0.6
C 7.46420 -0.65076 -4.40659 -0.2 -1.8 0.0
C -1.80310 -16.00377 -4.40628 0.7 -0.6 -0.4
C 2.67214 9.99470 8.10521 0.3 -2.3 0.0
C -7.42585 8.02114 2.90319 -0.4 0.6 -1.3
C 3.40023 11.74397 9.57007 -0.3 0.8 0.4
C 6.66067 0.22988 -6.54733 0.1 -0.5 0.2
C -1.98830 -12.59685 -3.01917 0.0 -1.1 -0.3
C 0.38054 -3.68987 -7.61391 0.4 4.2 1.8
C 2.38918 8.63031 7.75329 0.6 1.9 0.9
C 0.17892 1.08246 -0.96055 -1.0 0.1 1.0
C 8.27884 -2.93247 -4.22942 0.4 -0.4 0.2
C 9.33860 -3.85434 -2.15512 0.7 -1.4 1.1
C 8.51979 -5.45081 -3.72948 -0.1 0.8 0.1
C -4.91619 -10.58771 -1.95263 -0.8 0.6 0.1
C -7.09093 9.32374 3.60755 -0.6 -0.4 -1.5
C -7.72467 7.91052 1.51160 0.1 -0.1 1.0
C 0.50210 2.52555 7.43670 0.0 -1.8 -0.9
C -0.51019 -3.52231 -8.79087 1.0 -0.8 -1.2
C 2.28983 7.66882 8.76528 0.8 1.5 -0.9
C -2.98461 -10.88895 -0.62883 0.4 0.5 0.1
C -6.01294 9.35773 4.43121 0.9 -0.7 0.7
C -7.85880 5.69550 3.08315 0.1 -1.3 -2.0
C -7.58295 11.65912 4.23771 1.7 -3.1 -1.3
C 2.57013 5.46322 7.56854 0.9 2.7 -0.1
C -4.65425 -7.68658 0.32686 -0.4 -0.2 0.1
C -1.47094 -13.78475 -3.62106 -2.5 1.6 1.4
C 1.89726 6.29506 8.45719 -0.4 -1.1 1.2
C 9.89130 -4.95780 -1.42893 -1.0 1.5 -1.3
C 7.88750 -1.73627 -3.61937 -0.9 0.7 -1.0
C -3.72735 -11.34607 -1.73145 -1.4 2.0 0.9
C 10.27632 -7.29697 -1.10380 0.9 0.1 0.5
C -2.13159 2.30352 -3.67722 0.2 0.9 -0.7
C 2.57607 8.07049 10.05986 -0.5 2.0 1.6
C -6.36590 12.60157 6.01772 0.8 1.9 1.5
C 0.95428 -6.08369 -7.34188 0.0 0.3 1.1
C -7.79817 10.49655 3.42779 -1.5 1.5 0.9
C 2.86813 9.41878 10.40424 -0.6 0.0 -2.5
C -1.19630 1.52858 -1.45867 -4.1 -4.0 0.5
C 8.71362 -4.09536 -3.34634 -0.6 -0.6 -1.6
C 8.28296 -3.00561 -5.63732 -0.8 0.9 -0.2
C -7.42716 6.86078 3.62489 -0.3 -1.0 1.6
C -4.19337 -13.61636 -2.77813 2.0 0.1 0.5
C 0.85076 5.75484 9.22542 0.7 -1.5 -0.7
C 8.96752 -6.46410 -2.92876 0.6 -0.1 -1.5
C -5.28215 -9.39811 -1.25975 2.7 -2.3 0.2
C -8.04881 6.65939 0.92262 1.6 1.5 1.9
B 1.18915 -5.41037 -0.72507 -0.2 0.3 0.1
B 7.54861 1.93298 1.97664 0.0 -0.4 -0.5
B -5.98898 -3.68219 -6.25577 -0.5 1.5 0.6
B 1.46162 6.65384 -5.54692 1.4 0.2 0.6
B -0.99915 6.48733 1.95356 0.4 -0.2 -1.1
H -3.83392 -7.45401 1.00585 -0.2 0.1 -0.2
H 2.65174 3.60466 6.55801 0.0 -0.1 -0.1
H -8.68266 10.45873 2.80920 0.0 0.3 -0.3
H 10.99940 -7.75031 -1.78182 -0.2 -1.0 0.6
H -3.14783 1.98060 -3.45119 0.4 0.1 0.3
H -7.16383 6.70241 4.66025 0.1 0.9 0.3
H -0.53228 2.68443 7.13188 0.2 0.3 -0.3
H -7.92786 3.51249 1.73591 -0.4 -0.1 -0.3
H -4.32521 -15.56664 -3.61827 0.5 -0.5 0.2
H 2.40762 7.41477 10.90132 0.3 -0.3 0.0
H -5.18630 -13.61073 -2.35333 -0.2 -0.1 -0.4
H -2.10834 3.19151 -4.30892 -0.4 0.2 0.3
H 7.64845 -1.65050 -2.56966 0.6 0.0 0.2
H 6.30287 0.95172 -5.81315 -0.2 0.1 -0.6
H -1.71539 -15.66326 -5.43800 -0.1 -0.8 -0.2
H 8.49128 -3.87583 -6.24207 0.4 -0.2 0.4
H 10.38445 -4.76891 -0.48685 0.2 -0.3 0.0
H 1.03615 -6.86306 -6.58427 -0.3 0.0 -0.2
H -1.51589 3.47590 -1.93274 -1.4 0.6 0.3
H -8.18742 4.28043 0.09125 0.8 0.0 0.2
H -2.41120 -16.89416 -4.24651 -0.2 0.3 -0.3
H 0.72762 1.84968 -0.41427 -0.2 0.4 -0.2
H 2.58460 12.42873 9.33780 0.0 0.0 0.1
H 3.40765 5.86116 7.01483 0.1 0.0 0.0
H -4.85228 10.44567 5.78923 -0.2 0.6 0.4
H 7.35607 0.65026 -7.27382 0.0 0.1 0.3
H -0.80893 -16.22230 -4.01643 0.0 0.0 -0.1
H -0.89585 -5.10395 -6.69414 -0.6 -0.2 0.0
H -9.51797 4.25712 1.08995 -0.1 -0.6 0.7
H -5.39820 8.47319 4.50917 0.3 0.1 0.2
H 8.88087 -7.49218 -3.24806 -0.1 -0.1 0.2
H 10.81667 -6.80481 -0.29516 0.0 -0.6 0.2
H -0.06832 0.32697 -0.21476 0.1 -0.1 -0.1
H 0.02054 -2.89672 -9.50855 0.0 0.5 0.4
H 0.42252 -4.76503 -5.74267 0.2 0.4 0.5
H -7.15621 12.48495 6.75928 0.3 0.2 0.3
H 0.48276 1.67095 8.11301 0.3 0.3 0.4
H 0.89664 0.64288 -1.65320 -0.5 0.2 -0.6
H 4.21840 11.97664 8.88847 0.0 -0.4 0.1
H -1.35230 -11.73170 -2.90334 0.2 -0.1 0.0
H 1.96936 -5.72847 -7.51945 -0.2 0.5 0.3
H -2.12985 -11.42154 -0.23880 0.2 -0.1 -0.2
H -0.43588 4.02317 9.31537 0.2 -0.3 0.3
H -7.90951 4.72537 3.55503 0.0 0.3 0.6
H -0.46305 -13.85997 -4.00173 0.0 -0.2 0.0
H -8.09553 12.60622 4.15600 -0.2 -0.1 0.1
H -0.62572 -4.42018 -9.39798 -0.7 -0.3 0.5
H 9.38984 -2.83576 -1.79978 0.5 -0.1 0.4
H 2.95256 9.83310 11.39803 0.3 -0.3 0.1
H 2.84347 10.74867 7.35117 -0.2 0.0 -0.1
H -4.78545 -6.94346 -0.45970 0.1 0.1 0.3
H 7.06478 0.24316 -3.95077 0.1 0.2 -0.1
H -8.00049 6.44092 -0.13395 -0.5 0.3 -0.1
H 0.61383 -6.47079 -8.30227 -0.8 0.4 0.3
H -5.36034 12.52808 6.43187 -0.3 0.1 0.4
H -5.68025 -10.88263 -2.65663 0.3 -0.3 -0.4
H -1.43053 -3.02510 -8.48450 -0.2 -0.3 0.0
H 5.87441 -0.30586 -7.07918 -0.3 0.5 0.1
H 7.45600 -1.92283 -7.39272 0.7 -0.5 -0.3
H 0.38166 6.28978 10.03794 -0.2 0.0 -0.2
H -6.18636 -8.82446 -1.40024 0.0 0.0 -0.2
H -2.64045 -9.24090 0.77872 0.0 -0.1 0.0
H 9.40245 -7.83009 -0.72932 0.6 -0.7 -0.1
H -5.58705 -7.86036 0.86333 0.1 0.5 0.2
H -1.59678 1.59220 -4.30659 0.0 -0.4 0.6
H 2.32477 8.37070 6.70694 -0.3 0.1 -0.1
H -6.43994 13.58470 5.55288 -0.1 -0.1 -0.1
H -0.40115 2.99772 -2.79093 1.1 -0.5 -0.4
H 8.04041 -5.74782 -4.65055 -0.2 0.2 0.0
H 1.16829 2.28540 6.60809 -0.8 -0.6 -0.3
H -7.57126 8.85369 1.00832 -0.3 -0.3 -0.9
H 3.72440 11.92119 10.59555 -0.1 -0.2 -0.1
```
Forces are in eV/Å.

Properties
Multiplicity: 1
Maximum force (eV Å⁻¹): 6.83
Highest occupied orbital energy (eV): -13.50
Lowest unoccupied orbital energy (eV): -9.69
HOMO-LUMO gap (eV): 3.8
Charge: +5